Molecular formula: C44H46N6O4S2Sb2V
Method: DFT, ωB97M-V/def2-TZVPD

Each line ends with the Mulliken charge.
Positions of all 105 atoms, in Å:
V  -0.22  -0.38  -1.89  0.4126
N  3.08  -0.31  -2.57  -0.7373
N  3.06  1.05  -2.87  0.1164
C  2.19  1.94  -2.37  0.1130
N  2.35  3.21  -2.77  -0.3960
S  1.04  1.58  -1.17  -0.3266
H  2.23  -0.73  -2.94  0.3262
H  3.03  -0.40  -1.55  0.2529
H  3.57  1.29  -3.70  0.2574
H  2.83  3.40  -3.63  0.2133
H  1.59  3.83  -2.54  0.1895
C  -5.98  -5.48  -0.58  -1.5028
C  -5.12  -4.25  -0.55  1.1941
C  -4.97  -3.52  0.63  -0.7920
C  -4.20  -2.37  0.66  -0.2965
C  -3.56  -1.95  -0.51  -0.7931
C  -3.70  -2.65  -1.69  -0.4847
C  -4.48  -3.80  -1.70  -1.0559
S  -2.53  -0.52  -0.40  2.3949
O  -2.41  0.05  -1.76  -0.7762
O  -3.09  0.34  0.60  -0.6340
N  -1.05  -0.96  0.01  0.1568
C  -0.47  -2.20  -0.22  0.7524
C  -0.86  -3.41  0.35  -0.6154
C  -0.15  -4.55  0.03  -0.7366
C  0.93  -4.47  -0.84  -1.0552
C  1.26  -3.24  -1.36  -0.3569
N  0.59  -2.13  -1.06  0.0622
H  -5.76  -6.13  0.27  0.3660
H  -5.84  -6.05  -1.49  0.3567
H  -7.04  -5.21  -0.51  0.3102
H  -5.47  -3.85  1.53  0.4095
H  -4.09  -1.79  1.56  0.4638
H  -3.19  -2.32  -2.58  0.4482
H  -4.59  -4.36  -2.63  0.3541
H  -1.69  -3.43  1.04  0.6795
H  -0.44  -5.50  0.47  0.4732
H  1.50  -5.35  -1.11  0.4773
H  2.10  -3.12  -2.04  0.4712
C  -1.80  -0.33  3.61  -0.2962
C  -1.91  1.06  4.25  0.0987
C  -2.45  2.10  3.28  -1.8024
Sb  -1.14  2.44  1.60  0.2738
C  -2.49  3.60  0.41  0.6945
C  -2.11  3.93  -0.89  -0.3547
C  -2.95  4.66  -1.72  -0.6655
C  -4.20  5.07  -1.26  -0.4872
C  -4.60  4.74  0.03  -0.6958
C  -3.75  4.01  0.86  -0.5438
C  -0.12  4.15  2.43  0.6840
C  0.61  4.97  1.58  -0.5604
C  1.37  6.02  2.07  -0.6206
C  1.41  6.27  3.43  -0.5445
C  0.68  5.47  4.30  -0.7550
C  -0.08  4.42  3.80  -0.0445
Sb  -0.05  -1.54  3.97  0.7739
C  0.16  -0.92  6.01  0.1379
C  1.36  -0.48  6.54  -0.2243
C  1.46  -0.12  7.88  -0.5997
C  0.35  -0.20  8.71  -0.4389
C  -0.86  -0.64  8.19  -0.6329
C  -0.95  -1.01  6.86  -0.4370
C  1.55  -0.34  3.20  0.0192
C  1.76  1.00  3.50  -0.1423
C  2.85  1.69  2.98  -0.5438
C  3.77  1.03  2.18  -0.6337
C  3.59  -0.32  1.89  -0.5766
C  2.49  -0.99  2.39  -0.5983
H  -1.91  -0.28  2.52  -0.5233
H  -2.62  -0.97  3.95  0.5094
H  -0.95  1.38  4.66  -0.0897
H  -2.57  1.00  5.11  0.4473
H  -2.64  3.06  3.78  0.8388
H  -3.40  1.75  2.86  0.5201
H  -1.16  3.59  -1.28  0.3974
H  -2.64  4.90  -2.73  0.4170
H  -4.86  5.63  -1.91  0.3732
H  -5.57  5.04  0.39  0.4020
H  -4.08  3.77  1.86  0.3155
H  0.60  4.78  0.51  0.3223
H  1.93  6.65  1.38  0.3964
H  2.00  7.09  3.82  0.3856
H  0.70  5.66  5.36  0.3994
H  -0.65  3.81  4.49  0.1673
H  2.24  -0.40  5.91  0.4039
H  2.41  0.23  8.27  0.3775
H  0.43  0.09  9.75  0.3688
H  -1.73  -0.71  8.83  0.3816
H  -1.91  -1.35  6.47  0.3363
H  1.08  1.53  4.14  0.5375
H  2.97  2.74  3.21  0.4244
H  4.63  1.56  1.79  0.3845
H  4.31  -0.84  1.28  0.4499
H  2.35  -2.04  2.15  0.3731
O  -1.23  -2.02  -3.53  -0.5982
C  -0.87  -1.17  -4.36  0.2031
C  -1.32  -1.06  -5.80  -0.5745
C  -0.66  0.24  -6.25  -0.5675
C  0.22  0.65  -5.07  0.0831
O  0.99  1.59  -5.09  -0.6434
N  0.01  -0.20  -4.01  0.4467
H  -2.41  -1.06  -5.85  0.3041
H  -0.96  -1.93  -6.34  0.2835
H  -1.39  1.04  -6.41  0.2609
H  -0.06  0.16  -7.15  0.3105

* HOMO-LUMO gap (spin up / spin down): 7.6 / 7.9 eV
* E: -4554.69473 Ha
* strongest force on any atom: 0.9 eV/Å
* 2S+1: 4
* LUMO level (spin up / spin down): 0.4 / 0.4 eV
* relative energy (zero: lowest compared OMol25 entry of this formula, charge and spin): 54.2 kJ/mol
* highest occupied orbital energy (spin up / spin down): -7.2 / -7.5 eV